This record from the OMol25 dataset describes a 20-piece molecular cluster, C66H150Br12N10O22 overall. The level of theory is ωB97M-V/def2-TZVPD.

E_LUMO = -0.228 eV
Kohn-Sham gap = 7.8 eV
E_tot = -35695.54751 Eh
Strongest force on any atom = 5.16 eV Å⁻¹

Structure (XYZ):
```
260
Properties=species:S:1:pos:R:3:forces:R:3:lowdin_charge:R:1
C -4.30593 -5.04954 8.62624 -0.275 0.098 1.391 -0.022
C -4.11198 -5.06787 7.17458 0.285 -1.764 -3.000 -0.534
O -4.23326 -6.14076 6.53131 0.307 2.444 1.035 0.008
N -3.79585 -3.86011 6.59636 -0.293 0.120 0.176 0.017
C -3.63442 -3.59391 5.16456 0.600 -1.060 -0.300 -0.086
H -3.74297 -5.84550 9.11369 0.081 0.024 -0.198 0.091
H -5.35620 -5.26427 8.82357 -0.053 0.074 0.040 0.093
H -4.04612 -4.09833 9.09079 -0.033 0.003 0.041 0.073
H -3.76546 -3.07881 7.23571 -0.044 -0.113 -0.272 0.115
H -4.54079 -3.57459 4.55939 -0.305 0.108 0.412 0.078
H -3.03259 -4.39816 4.74137 -0.039 -0.195 0.010 0.073
H -3.04759 -2.70452 4.93497 -0.172 0.204 0.572 0.038
C -1.42650 3.74930 -5.47852 -1.648 1.270 -0.615 0.014
C -0.52294 3.08319 -4.54562 -0.960 -5.027 0.653 -0.594
O -0.64449 1.89792 -4.14457 -0.297 1.322 -0.836 -0.021
N 0.41464 3.81891 -4.04224 1.207 3.002 0.376 0.015
C 1.40328 3.34361 -3.11586 1.120 0.036 -0.579 -0.077
H -1.74162 3.35237 -6.44354 0.829 -0.666 0.097 0.098
H -1.10254 4.77886 -5.63076 -0.177 0.090 -0.169 0.081
H -2.38376 3.78885 -4.95871 -0.145 0.237 0.236 0.082
H 0.50674 4.68403 -4.55525 0.637 0.188 0.702 0.140
H 2.04845 2.70245 -3.71649 -0.002 -0.731 0.536 0.060
H 1.00029 2.87498 -2.21804 -0.136 -0.136 -0.366 0.066
H 2.09129 4.13288 -2.81285 -0.452 0.417 0.073 0.083
C -1.43897 0.20451 6.24464 2.228 -0.490 0.809 -0.002
C 0.07193 -0.15821 6.59852 -1.541 -0.862 -0.313 -0.523
O 0.57977 -1.20976 6.25922 0.060 -0.144 -0.382 0.030
N 0.72900 0.74978 7.34067 0.174 -0.155 -0.186 0.016
C 2.12584 0.57967 7.75846 0.033 0.653 0.753 -0.066
H -1.50031 0.18012 5.15664 -0.265 0.438 0.176 0.034
H -1.63303 1.15040 6.75033 -0.511 0.194 -0.620 0.052
H -2.10648 -0.55224 6.65678 0.178 -0.070 -0.026 0.062
H 0.13539 1.52229 7.60703 0.876 0.222 0.319 0.121
H 2.21930 0.31570 8.81187 -0.349 0.223 0.231 0.081
H 2.64879 1.52330 7.60303 0.048 -0.032 0.082 0.069
H 2.71956 -0.20687 7.29268 -0.834 0.025 -0.778 0.079
C 2.35411 -3.81074 5.54150 0.471 1.052 0.334 0.015
C 3.49515 -3.60457 4.57807 -1.303 -0.809 -0.510 -0.556
O 3.28003 -3.75987 3.37988 0.373 -0.086 -0.447 0.007
N 4.66131 -3.23567 5.08278 1.716 0.967 1.266 0.019
C 5.91913 -3.05874 4.37757 -0.327 0.582 -0.671 -0.060
H 2.19722 -4.83385 5.88316 -0.031 -0.056 -0.564 0.095
H 1.52479 -3.35019 5.00463 -0.424 -0.436 0.523 0.068
H 2.54691 -3.22529 6.44048 -0.262 0.098 0.114 0.068
H 4.70032 -2.90914 6.03775 -0.389 -0.458 -0.049 0.135
H 5.69587 -2.85938 3.32946 0.164 -0.800 -0.155 0.053
H 6.59207 -3.89295 4.57588 -0.069 -0.029 -0.466 0.088
H 6.42845 -2.13425 4.64956 -0.136 0.009 0.612 0.083
C 6.98770 1.78826 -0.88857 0.299 0.816 -0.249 -0.002
C 5.75398 0.96687 -1.04717 0.773 -1.876 2.145 -0.555
O 5.69042 -0.10109 -0.41495 -0.378 0.708 -0.762 0.005
N 4.73062 1.47330 -1.73161 -0.507 -0.239 -1.205 0.039
C 3.45610 0.75035 -1.81415 -0.517 0.558 0.104 -0.053
H 7.05923 2.13529 0.14223 -0.378 0.141 0.020 0.089
H 6.92818 2.65477 -1.54715 0.453 0.146 0.032 0.070
H 7.91593 1.23179 -1.01820 -0.281 -0.183 -0.447 0.087
H 4.92285 2.26577 -2.32755 -0.268 -0.157 0.099 0.133
H 3.53152 -0.33642 -1.77751 0.469 0.209 0.429 0.052
H 2.87348 0.93071 -2.71755 0.523 0.416 -0.228 0.039
H 2.85038 1.14145 -0.99668 -0.246 -0.560 0.222 0.076
C 1.25761 9.16661 0.64363 1.240 -0.053 -0.444 0.002
C 0.14329 8.35802 1.18478 -1.431 1.022 -0.760 -0.610
O -0.83592 8.11145 0.49691 -0.012 -0.598 -0.298 0.013
N 0.13602 8.09492 2.48596 -0.456 -0.667 1.829 0.020
C -0.90661 7.30132 3.14702 0.875 0.211 1.046 -0.083
H 2.14965 8.56246 0.47824 0.034 -0.322 -0.047 0.068
H 1.60665 9.93816 1.32991 -0.337 0.259 -0.112 0.086
H 0.95519 9.53363 -0.33716 0.033 0.280 0.298 0.093
H 0.87232 8.37631 3.11745 0.028 0.128 -0.567 0.125
H -0.75253 7.50717 4.20626 0.230 -0.205 0.229 0.045
H -0.69971 6.23931 3.01507 -0.504 -0.005 -0.280 0.032
H -1.95550 7.57937 3.04391 0.198 0.096 -1.063 0.093
C 3.36902 -0.33111 2.86951 0.914 0.059 0.582 0.021
C 2.50672 0.89202 2.62146 -0.716 -2.477 -1.022 -0.541
O 1.89872 0.91683 1.55531 -0.244 0.480 -0.744 -0.009
N 2.31432 1.86704 3.49291 0.949 0.476 1.310 0.064
C 2.95305 2.08807 4.78559 -0.519 1.009 0.906 -0.051
H 4.35933 -0.01700 2.53976 0.370 -0.153 0.135 0.095
H 3.14879 -1.23445 2.30067 -0.660 0.581 -0.547 0.048
H 3.44027 -0.74177 3.87667 -0.015 0.669 0.386 0.068
H 1.69050 2.56458 3.11292 0.060 0.192 0.263 0.112
H 3.65126 1.34920 5.17890 -0.204 -0.374 -0.810 0.090
H 2.18904 2.21170 5.55313 -0.335 -0.408 -0.033 0.044
H 3.45476 3.05145 4.87665 0.357 0.080 -0.694 0.070
C 0.29721 -6.06921 2.40935 -0.635 0.627 -0.383 0.033
C -0.50237 -4.76804 2.23899 0.952 -1.645 0.626 -0.544
O -1.70789 -4.71887 2.06174 -0.252 0.109 -0.504 0.027
N 0.28381 -3.74160 2.46708 0.311 2.159 0.810 0.010
C -0.15908 -2.34025 2.41165 0.990 -0.998 -0.664 -0.048
H -0.09152 -6.81645 1.71753 -0.031 -0.302 0.518 0.070
H 0.17566 -6.25955 3.47569 -0.110 -0.793 -0.088 0.091
H 1.36077 -5.91439 2.22772 -0.052 0.048 -0.095 0.071
H 1.20370 -3.91400 2.84680 0.211 -0.025 -0.349 0.073
H 0.76139 -1.75823 2.45744 -0.140 0.235 0.076 0.058
H -0.83467 -2.04355 3.21393 -0.239 -0.124 -0.244 0.083
H -0.53162 -2.26292 1.39022 -0.647 0.729 0.286 0.078
C -1.21334 1.34189 2.55243 1.137 -0.145 -1.566 -0.019
C -1.64745 0.73331 1.17928 -2.895 -0.738 0.974 -0.490
O -2.79977 0.24859 1.05884 1.231 1.031 0.156 -0.021
N -0.80387 0.70802 0.14875 1.672 0.889 0.184 0.038
C -1.15365 0.27254 -1.17003 -1.409 -1.068 -0.640 -0.074
H -0.60811 2.22962 2.36874 -0.039 0.195 -0.174 0.024
H -0.48480 0.64349 2.96422 -0.186 -0.179 0.429 0.061
H -1.99120 1.62811 3.26031 -0.267 -0.568 -0.428 0.045
H 0.17548 0.86158 0.34211 0.092 0.260 0.157 0.097
H -0.35488 0.19536 -1.90766 0.351 0.239 0.657 0.025
H -1.93046 0.86127 -1.65794 0.057 0.601 0.224 0.054
H -1.64702 -0.69662 -1.09657 0.185 -0.383 -0.046 0.083
C -4.49024 -2.63476 0.60719 0.832 0.785 0.561 0.005
C -5.18052 -3.76633 1.33662 -0.548 -0.075 -0.839 -0.570
O -6.38617 -3.70685 1.43468 -1.535 -0.006 0.259 0.022
N -4.46801 -4.78542 1.82540 0.696 0.808 -0.893 0.007
C -4.92669 -5.96395 2.52206 1.603 0.592 0.764 -0.047
H -4.67262 -1.74288 1.20667 -0.103 0.127 0.108 0.057
H -4.90813 -2.39195 -0.36980 -0.224 -0.569 0.037 0.073
H -3.40366 -2.66060 0.52473 0.062 -0.446 -0.041 0.066
H -3.47268 -4.62704 1.75969 0.076 -0.473 0.191 0.055
H -5.88203 -5.83316 3.03030 0.044 -0.151 -0.441 0.094
H -4.12521 -6.03223 3.25763 -0.390 -0.498 0.763 0.070
H -4.76568 -6.87865 1.95153 -0.836 0.025 -0.397 0.062
C -3.49705 -3.82538 -3.19764 -0.182 0.154 0.594 -0.103
O -3.72176 -4.77766 -2.16778 -0.270 0.668 -0.151 -0.193
C -2.88643 -5.90845 -2.16233 -0.296 -0.387 1.743 -0.172
C -3.22345 -6.67234 -0.81379 0.622 -0.713 -1.771 -0.138
O -2.44743 -7.89197 -0.77703 0.816 0.372 0.636 -0.131
C -2.65873 -8.54383 0.47254 -1.768 1.474 0.206 -0.240
C -1.82775 -9.71115 0.80157 0.873 0.322 -1.300 -0.191
O -0.47888 -9.26463 0.90285 -1.367 1.103 -0.237 -0.180
C 0.49286 -10.21515 0.80487 1.230 -0.814 1.018 -0.147
H -2.63894 -3.17438 -3.03046 0.855 -0.523 0.041 0.076
H -4.27065 -3.05960 -3.14088 -0.626 -0.526 -0.051 0.068
H -3.47261 -4.29121 -4.18279 0.032 0.066 -0.131 0.094
H -1.83865 -5.61514 -2.09740 0.255 -0.019 -0.243 0.121
H -3.07111 -6.53343 -3.03605 0.090 -0.184 -0.063 0.123
H -4.25759 -7.01636 -0.83111 -0.382 0.567 0.154 0.127
H -3.00025 -6.03858 0.04448 -0.075 0.014 -0.043 0.099
H -3.70233 -8.85668 0.43930 -0.356 -0.451 0.271 0.126
H -2.62831 -7.86553 1.32524 0.322 0.662 -0.078 0.116
H -2.00971 -10.35329 -0.06019 0.625 -0.875 0.130 0.133
H -2.18879 -10.13125 1.74033 0.050 -0.305 0.005 0.137
H 0.31246 -10.98137 1.55883 -0.081 -0.729 -0.240 0.087
H 1.43088 -9.77991 1.14952 0.101 0.316 -0.226 0.087
H 0.67390 -10.62209 -0.18999 -0.354 -0.166 -0.166 0.091
C 2.04649 1.26096 -6.21490 -0.563 1.745 -1.849 -0.076
O 2.79008 1.28384 -7.46925 0.682 -0.608 1.166 -0.190
C 2.42234 2.22478 -8.46285 -0.030 -1.033 -0.475 -0.193
C 3.58714 2.46473 -9.45466 1.172 -0.019 1.499 -0.159
O 4.64483 3.17543 -8.79255 -0.635 0.745 -0.518 -0.165
C 5.73944 3.61629 -9.62732 -1.661 -1.390 1.369 -0.178
C 6.53131 4.43962 -8.67220 0.592 3.257 0.679 -0.162
O 5.77750 5.55343 -8.03077 -0.131 -1.553 -0.116 -0.220
C 6.54704 6.70094 -7.63067 0.050 -1.855 -1.098 -0.104
H 1.00823 0.98747 -6.40282 -0.039 -0.641 0.101 0.077
H 1.94884 2.30805 -5.92826 0.205 0.243 0.518 0.062
H 2.47760 0.69057 -5.39216 0.360 -0.200 -0.675 0.050
H 1.95860 3.12093 -8.05059 0.539 0.437 0.183 0.120
H 1.62627 1.76664 -9.04979 -0.286 -0.073 -0.336 0.116
H 3.24581 2.95739 -10.36509 -0.168 0.296 0.019 0.120
H 4.11713 1.55186 -9.72641 -0.877 -0.718 -0.292 0.125
H 5.36531 3.99923 -10.57679 0.101 0.805 0.167 0.126
H 6.32261 2.73005 -9.87749 0.416 -0.129 -0.169 0.123
H 7.33509 4.98855 -9.16281 0.416 -0.471 -0.447 0.113
H 6.97547 3.83631 -7.88047 -0.210 -0.237 -0.031 0.128
H 7.53623 6.42643 -7.26428 0.090 -0.187 0.381 0.075
H 5.97544 7.16954 -6.82956 0.111 0.463 -0.503 0.088
H 6.73315 7.20544 -8.57879 -0.158 1.123 0.401 0.084
C 5.28808 5.65570 -0.35625 -0.855 1.391 -1.581 -0.137
O 4.97154 4.71912 0.59541 1.367 -1.588 1.171 -0.160
C 3.63718 4.33362 0.82600 -0.635 2.017 0.435 -0.159
C 2.96806 5.34614 1.78066 -0.902 -0.668 -0.482 -0.225
O 3.56744 5.44394 3.03553 0.830 -0.692 1.093 -0.111
C 2.67000 5.87287 4.04501 1.074 1.172 1.049 -0.171
C 3.41691 6.36126 5.34839 -0.075 0.039 -0.609 -0.180
O 4.07717 5.33800 6.07796 1.193 -0.136 -0.018 -0.193
C 5.08425 5.85418 6.98274 -0.752 -0.163 0.276 -0.088
H 4.62539 6.52111 -0.35364 -0.423 0.200 0.261 0.078
H 5.23690 5.31219 -1.38944 -0.260 -0.681 -0.250 0.078
H 6.27229 6.12368 -0.33596 0.322 -0.647 1.048 0.092
H 3.47375 3.35811 1.28400 1.006 -0.255 -0.230 0.116
H 3.07660 4.36661 -0.10822 -0.248 -0.122 -0.187 0.103
H 1.95711 4.97988 1.95939 -0.500 -0.096 -0.354 0.070
H 2.86455 6.31995 1.30203 0.140 0.355 -0.030 0.110
H 1.88047 5.19205 4.36319 0.117 -0.630 -0.441 0.050
H 2.18682 6.74393 3.60243 -0.402 0.338 0.456 0.097
H 2.73762 6.84345 6.05136 -0.734 0.009 -0.202 0.115
H 4.08965 7.17229 5.06956 0.508 -0.152 -0.243 0.118
H 5.58184 5.08960 7.57934 -0.329 -0.711 -0.585 0.082
H 4.59934 6.44036 7.76335 -0.109 0.578 -0.161 0.082
H 5.89566 6.41093 6.51399 -0.309 0.215 -0.426 0.088
C -2.69211 -0.51348 -5.48541 -0.053 0.383 -0.489 -0.125
O -3.74455 -0.82380 -6.39857 -0.510 -0.492 0.833 -0.189
C -4.90014 -1.38916 -5.72819 0.701 -0.664 -2.045 -0.154
C -5.76129 -2.17924 -6.78576 0.505 0.398 1.027 -0.179
O -5.05296 -3.21805 -7.44098 0.354 0.572 0.248 -0.136
C -5.86183 -3.95757 -8.34444 0.752 -0.044 0.363 -0.178
C -4.94259 -4.79106 -9.23917 -0.789 0.854 0.399 -0.215
O -4.39478 -5.84457 -8.50632 -0.940 -0.455 0.695 -0.157
C -3.22620 -6.26368 -9.08752 2.035 0.621 -0.351 -0.148
H -2.97488 0.23924 -4.74950 -0.084 -0.082 -0.029 -0.012
H -1.88021 -0.08650 -6.07416 -0.001 -0.085 -0.013 0.080
H -2.30698 -1.38226 -4.95158 -0.092 -0.314 -0.020 0.067
H -5.47922 -0.56825 -5.30526 -0.285 -0.149 0.164 0.100
H -4.57347 -2.08920 -4.95920 0.009 0.074 0.105 0.085
H -6.18727 -1.45940 -7.48466 0.085 0.061 -0.388 0.118
H -6.59346 -2.62309 -6.23932 -0.297 0.001 0.220 0.120
H -6.45853 -3.24247 -8.91070 -0.192 -0.178 -0.376 0.122
H -6.49980 -4.62887 -7.76958 -0.341 -0.088 -0.044 0.129
H -4.15782 -4.13112 -9.60892 0.166 0.119 -0.101 0.125
H -5.50340 -5.18542 -10.08656 -0.148 -0.007 -0.251 0.127
H -2.72542 -7.09496 -8.59125 -0.741 -0.321 0.018 0.093
H -2.50196 -5.45513 -8.98835 0.416 0.338 0.027 0.085
H -3.27956 -6.38901 -10.16897 -0.367 -0.606 -0.184 0.088
Br -6.73751 3.81858 2.72260 1.005 -1.297 0.750 0.529
C -5.75657 2.44551 3.84727 -0.538 -1.629 0.529 -0.621
C -5.48081 1.02684 3.18923 0.439 2.038 -0.453 -0.632
Br -4.52707 -0.17137 4.44576 -0.664 0.721 -0.483 0.676
H -6.37114 2.22533 4.72016 -0.430 0.456 -0.179 0.037
H -4.85006 2.86685 4.28179 0.082 0.250 -0.681 0.018
H -4.78408 1.20550 2.37024 0.079 -0.513 -0.023 0.019
H -6.37309 0.55088 2.78256 0.143 -0.061 0.493 0.004
Br 2.23512 -2.78420 -0.31070 0.259 -0.206 -0.047 0.691
C 4.19004 -2.87025 -0.18924 0.476 0.055 0.355 -0.650
C 4.63236 -4.22051 0.31577 -1.131 -1.110 -0.112 -0.699
Br 6.53568 -4.41497 0.73533 -0.485 0.366 -0.088 0.619
H 4.44797 -2.11534 0.55350 0.119 0.170 -0.527 0.027
H 4.57489 -2.65699 -1.18650 0.031 0.267 0.316 0.051
H 4.41241 -5.02214 -0.38929 0.243 0.202 -0.286 0.049
H 4.02652 -4.49384 1.17969 0.531 0.246 0.401 0.022
Br -4.49389 1.73130 -3.22939 -0.128 0.298 0.814 0.704
C -5.14853 1.28134 -1.42910 -0.018 -0.537 0.605 -0.658
C -6.51916 0.65777 -1.60161 0.059 -0.539 0.740 -0.651
Br -7.44536 0.44539 0.14421 0.283 0.251 -0.449 0.638
H -5.09582 2.06360 -0.67188 -0.209 0.700 -0.753 0.037
H -4.46952 0.53633 -1.01438 0.109 -0.137 -0.313 0.036
H -6.34314 -0.38439 -1.86812 -0.460 0.212 -0.507 0.044
H -7.22093 1.18782 -2.24554 0.298 -0.128 0.071 0.048
Br -1.03715 6.85062 7.23824 -0.256 -0.247 -0.317 0.595
C -2.42679 5.96522 6.16624 0.828 -0.600 -0.875 -0.625
C -2.13638 4.42238 6.02270 -0.784 1.128 0.458 -0.612
Br -0.57012 4.00109 4.91336 -0.369 0.218 0.631 0.704
H -2.40803 6.41446 5.17329 0.264 0.009 0.094 0.018
H -3.36636 6.31456 6.59435 -0.017 -0.874 0.295 0.059
H -2.94271 3.90105 5.50681 -0.089 0.281 0.070 0.035
H -2.02782 3.98667 7.01592 0.320 -0.082 -0.216 0.048
Br 0.97254 -1.38521 -3.82054 0.108 -0.998 -0.613 0.656
C 1.66876 -2.92646 -4.90054 0.920 0.508 -0.061 -0.615
C 2.73855 -3.67429 -4.09450 -0.973 -0.407 0.013 -0.698
Br 3.46706 -5.11535 -5.20945 0.037 0.291 0.025 0.609
H 2.09435 -2.47455 -5.79650 0.129 0.183 0.216 0.047
H 0.88076 -3.57707 -5.27982 -0.231 0.120 0.678 0.061
H 2.26607 -4.21529 -3.27462 0.121 0.235 0.055 0.029
H 3.56414 -3.07640 -3.70847 -0.187 0.071 -0.336 0.048
Br -0.13154 4.81464 -0.04900 -0.355 -0.390 -0.283 0.687
C -1.86221 4.69587 -1.02225 -0.187 0.726 0.501 -0.603
C -2.95139 4.96898 0.01036 0.603 -0.152 -0.163 -0.712
Br -4.66158 5.28809 -0.82827 -0.185 -0.166 -0.260 0.639
H -1.95292 3.70937 -1.47689 0.197 0.175 -0.060 0.051
H -1.83045 5.52483 -1.72929 0.111 -0.359 -0.145 0.055
H -2.73644 5.90113 0.53284 0.077 -0.341 0.211 0.031
H -3.04765 4.08796 0.64490 -0.140 0.346 0.262 0.052
```
Forces are in eV/Å.